# 1
Formula: C42H41F3O10P2S
Source: the OMol25 dataset
Level of theory: ωB97M-V with the def2-TZVPD basis set

Last column: Löwdin charge in e.
Cartesian coordinates (Å):
H: -2.562 1.495 -0.125  0.09
C: -6.239 -1.216 -1.055  -0.08
H: 4.925 -6.060 0.263  0.12
C: -6.781 1.491 -3.704  0.01
O: -0.255 0.538 -2.150  -0.33
C: 6.445 -5.159 1.495  -0.08
H: -4.783 4.234 -1.232  0.13
C: 5.879 -6.198 0.759  0.00
C: 5.744 -3.856 1.581  -0.28
C: -7.136 -2.188 -1.498  -0.08
C: 2.028 0.446 0.209  -0.45
H: -4.747 -0.711 0.414  0.11
H: 2.323 0.603 -2.067  0.06
C: 1.140 3.619 0.665  -0.27
C: 5.662 -1.564 2.530  0.01
P: -0.042 2.021 -1.340  0.80
C: -0.885 1.103 1.402  -0.28
C: -8.480 -0.500 -4.656  0.00
H: 6.091 -8.227 0.093  0.11
C: 6.535 -7.418 0.662  -0.06
H: -7.387 2.618 -5.425  0.11
S: 1.700 1.782 2.720  0.64
C: -2.170 3.423 0.995  -0.22
H: -1.820 3.777 2.018  0.13
C: 8.035 -1.985 3.925  0.00
H: 7.753 -0.001 4.693  0.11
C: -3.761 4.380 -0.781  -0.18
H: 1.591 -1.599 1.094  0.12
F: 4.039 2.630 1.508  0.07
H: -3.968 4.775 1.445  0.11
C: -7.493 1.687 -4.879  -0.05
H: -8.881 0.837 -6.285  0.11
H: -4.431 3.091 0.873  0.10
H: -0.890 7.130 -1.302  0.08
H: 1.478 5.841 0.131  0.08
C: 7.524 -2.989 3.105  -0.08
H: -7.967 -4.141 -1.134  0.12
H: -1.489 7.694 -2.915  0.09
H: 1.835 -2.985 -0.987  0.09
O: 9.331 -4.429 3.520  0.10
C: 8.260 -4.268 2.965  -0.28
H: 0.332 -1.080 -0.159  0.07
H: 9.282 -6.722 2.525  0.12
C: -6.910 0.293 -3.003  -0.08
H: 8.957 -2.144 4.473  0.12
H: 5.653 0.380 3.431  0.09
H: -3.043 3.681 -1.326  0.11
O: -3.106 5.447 -3.172  0.07
C: 1.437 4.801 0.545  0.10
H: -9.141 -1.272 -5.033  0.12
C: 7.358 -0.778 4.048  -0.05
H: -0.452 6.158 -2.785  0.08
H: 4.739 -1.396 1.987  0.11
C: -6.114 0.076 -1.772  -0.28
C: -2.616 5.921 -2.153  -0.46
C: 6.176 -0.565 3.342  -0.04
C: -7.773 -0.699 -3.473  -0.08
H: 3.305 -1.800 -0.936  0.07
H: -6.122 2.270 -3.336  0.12
O: 4.701 -3.669 0.983  0.09
C: -5.575 -2.659 0.757  -0.06
H: -0.944 1.108 2.540  0.10
C: 6.328 -2.782 2.418  -0.08
H: -6.583 -4.556 0.866  0.11
O: -3.255 5.738 -0.929  -0.04
H: -1.020 0.006 1.119  0.10
H: 0.583 3.044 -3.184  0.06
C: 7.764 -7.602 1.293  -0.06
C: -1.282 6.757 -2.304  0.01
C: -8.335 0.688 -5.360  -0.05
C: -3.684 3.929 0.756  -0.14
C: -6.485 -3.621 0.326  -0.05
C: -7.264 -3.387 -0.799  0.00
C: 1.419 -1.027 0.124  -0.23
H: -4.960 -2.846 1.630  0.11
H: 1.807 -1.490 -1.989  0.07
C: -7.948 -1.963 -2.719  -0.28
C: -2.208 1.846 0.900  -0.28
O: 0.855 3.141 -2.249  -0.33
C: -5.455 -1.457 0.071  0.00
H: -1.057 0.123 -1.773  0.05
H: -1.565 3.919 0.177  0.07
H: 3.837 0.356 -1.031  0.09
H: 3.080 2.000 -1.040  0.08
O: 0.853 2.678 3.571  -0.39
O: -5.364 0.942 -1.360  0.09
C: 2.838 0.895 -1.112  -0.12
O: -8.740 -2.805 -3.099  0.11
H: 2.829 0.400 1.022  0.08
C: 8.328 -6.572 2.032  0.00
P: 0.732 1.777 0.725  0.67
F: 3.219 3.950 3.100  0.06
C: 2.188 -1.903 -0.995  -0.11
F: 4.251 2.082 3.710  0.07
C: 7.666 -5.351 2.143  -0.08
C: 3.401 2.610 2.737  -0.53
O: 1.694 0.455 3.391  -0.36
H: -3.036 1.509 1.612  0.12
H: 8.279 -8.553 1.210  0.11

Output
- F_max (Eh/bohr) = 0.132
- Kohn-Sham gap (Eh) = 0.2302
- E (eV) = -102253.9947
- highest occupied orbital energy (eV) = -7.482
- charge = 0

=====

# 2
Formula: C42H42As2F4N9O9PtS
Source: the OMol25 dataset
Level of theory: ωB97M-V with the def2-TZVPD basis set

Last column: Löwdin charge in e.
Cartesian coordinates (Å):
H: 5.510 -4.917 -0.020  0.05
N: -2.093 -1.650 -1.458  -0.10
C: -0.589 -6.189 -1.238  0.01
C: 3.234 3.778 1.826  -0.15
N: -0.954 5.294 -3.755  0.24
H: -3.654 0.538 6.109  0.09
C: -3.942 4.328 -1.584  -0.12
N: -0.735 1.114 -2.060  0.02
O: 6.254 -1.776 -1.558  0.02
H: -3.798 -1.875 2.675  0.08
C: -1.541 0.783 2.425  -0.70
H: 3.236 0.151 3.832  0.12
H: 3.010 4.217 -0.888  0.15
C: -1.440 4.365 -3.291  -0.18
C: -1.979 3.220 -2.693  -0.12
C: -1.216 2.103 -2.457  -0.10
C: 2.077 -2.869 0.966  -0.24
C: 1.325 -3.328 -0.039  -0.20
F: -5.564 5.358 -0.261  0.18
H: 0.165 3.702 -0.461  0.06
H: 0.276 -3.504 -3.188  0.03
H: 6.435 -3.478 -2.684  0.11
H: -2.588 -3.325 -4.308  0.13
C: -3.738 -2.533 1.812  0.02
N: -2.154 -0.349 2.212  0.01
O: 1.621 -5.652 0.237  0.16
C: 3.554 2.601 0.871  -0.09
C: 2.883 -0.187 -2.275  -0.50
C: -6.589 2.870 0.670  -0.06
H: 3.813 4.658 1.544  0.12
O: 1.642 1.511 -0.100  -0.06
N: -8.012 4.782 1.561  0.29
H: 1.113 3.303 1.943  0.05
H: 4.017 -5.637 0.568  0.04
C: -5.056 4.242 -0.751  -0.10
Pt: -1.254 -0.004 -0.508  1.04
C: -3.378 1.018 5.174  -0.06
C: 5.899 -2.528 -2.711  0.00
C: 2.387 2.474 -0.085  -0.50
H: 1.794 0.627 2.861  0.08
H: -4.207 -4.043 -0.411  0.13
As: 4.036 -3.142 0.986  1.47
C: -6.668 1.671 1.388  -0.14
H: -1.365 -6.374 -0.494  0.11
C: 3.985 -1.864 -0.603  -0.21
H: -1.152 2.259 3.729  0.15
C: 2.282 -0.172 3.422  0.02
As: 1.064 -1.892 -1.362  1.48
H: 0.840 5.103 -1.354  0.12
O: -0.066 -4.868 -1.048  -0.07
H: -4.065 0.692 4.397  0.06
C: -1.995 -1.988 -2.738  -0.14
O: 2.572 -1.269 2.561  -0.05
N: 2.194 3.616 -0.822  0.08
H: -1.354 -1.370 -3.364  0.12
O: 0.629 -1.054 1.445  0.02
S: -0.820 1.671 1.066  0.79
O: 5.770 -0.777 0.344  0.12
N: -2.170 -0.852 1.002  -0.18
C: 1.690 -1.612 1.655  -0.54
H: -3.289 -3.475 2.129  0.11
H: -4.032 -4.683 -2.797  0.14
H: 1.535 -2.427 -3.806  0.06
C: -5.003 1.855 -0.939  -0.12
H: 3.663 1.663 1.413  0.11
H: 3.560 3.490 2.825  0.11
C: 1.252 5.125 0.787  -0.15
O: 3.720 0.763 -2.575  0.05
H: -1.006 -6.225 -2.242  0.10
H: 0.205 -6.929 -1.125  0.11
N: -6.605 0.711 2.017  0.26
H: 4.484 2.810 0.344  0.12
H: 5.160 2.128 -2.367  0.12
C: 4.985 1.106 -2.026  0.01
C: -7.377 3.928 1.127  -0.13
C: 1.748 4.192 1.902  -0.19
H: 4.989 1.057 -0.939  0.08
H: -1.883 -0.445 4.653  0.11
C: 1.010 4.388 -0.546  -0.18
O: 1.821 -0.184 -2.896  0.00
N: -1.456 1.299 3.635  0.02
C: -3.588 -3.476 -1.088  0.05
C: -5.588 2.997 -0.345  0.00
H: 1.615 4.729 2.841  0.12
C: 1.236 -3.044 -2.960  -0.17
C: -2.680 -3.075 -3.263  0.00
C: -3.291 3.176 -2.071  0.01
C: 4.424 -4.796 0.002  -0.26
H: 5.778 0.477 -2.431  0.11
C: -3.910 1.947 -1.769  -0.13
C: 5.426 -1.427 -0.612  -0.62
C: 2.973 -1.279 -1.246  -0.18
C: 1.016 -4.758 -0.286  -0.52
F: -5.476 0.632 -0.687  0.14
H: 1.976 -3.830 -2.804  0.06
H: 6.239 -1.971 -3.585  0.11
H: 4.823 -2.704 -2.776  0.08
C: -2.919 -1.901 0.751  -0.21
H: 0.315 5.595 1.086  0.12
C: -1.945 0.629 4.831  -0.22
C: -2.879 -2.367 -0.620  -0.20
H: 1.978 5.925 0.635  0.12
H: -1.278 0.899 5.650  0.13
H: 1.627 -0.502 4.232  0.12
H: 4.034 -4.826 -1.015  0.03
C: -3.490 -3.828 -2.421  0.00
H: -3.472 2.092 5.311  0.08
F: -3.426 5.519 -1.838  0.17
F: -3.425 0.788 -2.269  0.07
H: -4.745 -2.743 1.459  0.10

Output
- relative energy (zero: lowest compared OMol25 entry of this formula, charge and spin) (eV) = 2.395
- F_max (Eh/bohr) = 0.062
- Kohn-Sham gap (alpha / beta) (Eh) = 0.1392 / 0.1389
- E (eV) = -222667.9156
- highest occupied orbital energy (alpha / beta) (eV) = -15.445 / -15.432
- charge = +3

=====

# 3
Formula: C42H42AsF4GeN4O3Re
Source: the OMol25 dataset
Level of theory: ωB97M-V with the def2-TZVPD basis set

Last column: Löwdin charge in e.
Cartesian coordinates (Å):
C: 2.726 -2.703 -4.224  -0.04
H: 4.624 -3.943 2.619  0.13
H: -2.706 -7.174 -0.180  0.13
C: -6.385 -5.098 0.470  0.02
H: 3.557 -2.945 4.604  0.13
C: 1.904 -3.141 -2.013  -0.41
C: 1.208 -2.170 2.295  -0.16
C: 2.018 -2.287 -3.105  -0.15
O: -0.352 0.048 -2.045  -0.36
C: 3.542 0.554 -0.244  -0.56
Re: 0.022 -0.212 -0.442  1.48
C: -2.741 -1.324 0.452  -0.09
C: 2.479 -4.412 -2.028  -0.09
C: 3.670 -3.442 2.523  -0.02
C: -7.212 -6.204 0.304  -0.02
C: 3.048 -3.376 1.282  -0.08
C: -4.742 -2.797 0.793  0.03
H: 1.371 -1.823 4.409  0.12
H: 3.401 -0.573 1.596  0.07
H: 3.518 1.185 1.835  0.09
O: -0.029 1.314 0.910  -0.56
C: -0.837 -4.714 -1.556  -0.10
C: 0.167 1.598 3.320  0.00
H: 4.934 0.269 1.338  0.13
H: 3.647 -0.443 -2.153  0.09
H: 3.910 2.718 -0.115  0.06
C: -5.742 -3.098 1.732  -0.13
C: -0.444 0.604 -4.767  0.01
H: 0.338 0.530 3.441  0.08
Ge: 1.387 2.406 0.189  1.30
H: 3.655 -5.789 -3.171  0.13
C: 3.069 -2.878 3.641  -0.02
H: -2.394 -1.521 -4.791  0.16
F: -3.639 -3.367 -1.202  0.13
H: -3.225 1.111 -4.300  0.16
H: 3.712 2.089 -1.778  0.11
H: 2.358 -5.098 -1.200  0.12
C: -5.344 -4.774 -0.468  -0.12
C: -1.770 -5.586 0.921  -0.05
H: 0.028 3.899 1.884  0.06
H: 3.874 -4.281 -5.111  0.13
H: 3.535 -1.540 -0.754  0.05
C: -4.645 -0.385 1.430  -0.18
H: -0.883 -1.966 -4.012  0.10
F: -7.443 -4.445 2.486  0.22
N: -5.137 0.561 1.862  0.25
H: -2.101 -5.949 1.886  0.12
H: -2.644 1.668 3.133  0.13
H: -1.496 3.819 2.723  0.13
H: 5.026 -0.682 -1.084  0.13
H: 0.405 -0.068 -4.869  0.10
O: 1.964 0.705 -0.307  -0.55
C: -6.541 -4.205 1.585  -0.09
F: -5.163 -5.515 -1.529  0.18
F: -5.916 -2.322 2.779  0.18
As: 0.862 -2.670 -0.486  1.33
C: -1.776 -1.357 -3.893  0.00
C: -0.929 3.370 1.906  -0.05
C: -1.655 -5.833 -1.476  -0.05
H: -2.002 0.147 2.539  0.09
H: -1.909 -6.380 -2.375  0.13
H: -2.711 1.352 1.413  0.08
C: 1.840 -2.241 3.528  -0.05
N: -1.647 -0.956 0.192  -0.04
C: -8.262 -6.536 1.197  -0.09
H: 1.587 -1.295 -3.070  0.07
C: 3.851 0.342 1.219  0.00
C: -2.109 -6.272 -0.240  -0.05
C: -0.777 1.886 2.176  -0.57
C: 3.196 -4.809 -3.149  -0.02
H: -0.278 1.981 4.240  0.13
H: -2.371 -1.667 -3.035  0.09
C: 4.086 1.863 -0.778  -0.06
C: -0.480 -4.044 -0.389  -0.37
C: -2.105 1.206 2.304  -0.05
C: -4.000 -1.549 0.897  -0.11
C: 1.817 -2.737 1.173  -0.40
C: -4.557 -3.674 -0.288  -0.14
C: -1.505 0.088 -3.901  -0.30
H: 0.217 -1.724 2.232  0.07
C: -0.953 -4.467 0.853  -0.09
H: -0.443 -4.408 -2.517  0.11
C: -7.075 -7.111 -0.783  -0.09
H: -2.174 2.010 -3.224  0.12
H: -0.138 1.619 -4.524  0.12
H: -1.482 3.561 0.984  0.11
H: -3.137 0.609 -2.616  0.10
H: 2.830 -2.049 -5.081  0.12
N: -9.130 -6.868 1.882  0.34
H: -0.644 -3.976 1.766  0.10
H: 3.532 -3.813 0.419  0.11
C: 3.937 -0.599 -1.116  -0.01
H: -0.926 0.653 -5.759  0.16
N: -7.003 -7.854 -1.661  0.32
C: 3.316 -3.961 -4.241  -0.02
H: 5.172 1.775 -0.844  0.13
H: 1.130 2.101 3.194  0.09
C: -2.546 1.010 -3.437  0.00

Output
- relative energy (zero: lowest compared OMol25 entry of this formula, charge and spin) (eV) = 0.000
- F_max (Eh/bohr) = 0.022
- Kohn-Sham gap (Eh) = 0.2101
- E (eV) = -186649.4736
- highest occupied orbital energy (eV) = -18.821
- charge = +4

=====

# 4
Formula: C42H42BF2N8SSr
Source: the OMol25 dataset
Level of theory: ωB97M-V with the def2-TZVPD basis set

Last column: Löwdin charge in e.
Cartesian coordinates (Å):
C: -3.602 -2.774 0.589  -0.05
C: -1.553 -0.865 -4.190  -0.37
C: 2.236 1.073 3.877  -0.05
H: 5.757 -0.110 -0.702  0.07
C: 2.621 0.788 5.173  -0.10
H: 0.071 -1.040 5.019  0.10
N: -2.713 0.154 0.655  0.10
C: -0.110 -0.847 2.892  -0.17
H: 0.398 -1.327 -5.023  0.08
H: -2.993 -2.454 -0.258  0.07
C: 0.392 -2.483 -0.927  -0.14
H: -4.893 2.452 1.297  0.11
N: -1.909 0.699 -2.311  0.07
H: -3.858 -1.816 3.927  0.08
C: 0.458 3.807 -0.017  -0.29
H: -4.430 2.635 -2.881  0.11
H: 3.929 -0.346 6.454  0.09
H: -3.323 -1.605 -5.223  0.08
H: 2.118 1.276 5.999  0.10
H: -0.359 0.211 2.917  0.11
N: -3.256 1.391 0.500  -0.03
C: -0.174 -5.278 -1.212  0.04
C: 4.329 -0.735 4.392  -0.10
C: 3.503 0.067 0.715  -0.51
C: 2.460 0.615 -1.466  -0.18
C: -3.656 1.890 -2.975  -0.09
C: -2.290 -1.328 -5.442  -0.08
N: -0.344 2.762 -0.214  0.06
H: 4.126 1.181 -4.431  0.09
H: -3.894 0.901 -4.930  0.09
H: 1.914 1.285 -3.445  0.07
C: -0.294 4.995 0.047  -0.02
H: -3.780 3.199 -0.684  0.11
C: -4.323 1.537 1.304  -0.09
H: 2.271 3.801 -2.075  0.07
H: 0.788 -4.507 2.598  0.11
C: -0.170 -4.658 0.019  -0.24
C: 0.195 -2.719 1.567  -0.23
H: -5.163 -2.321 2.841  0.07
C: 0.474 -2.876 3.950  -0.05
H: -0.069 0.378 -5.161  0.09
H: 2.302 5.284 1.444  0.07
N: 2.627 0.662 1.469  0.10
H: 2.443 5.337 -1.206  0.07
C: 0.425 -3.137 -2.171  -0.10
H: -0.420 -6.325 -1.318  0.12
H: -1.788 -2.196 -5.873  0.08
C: 2.505 4.211 1.365  -0.06
C: 2.894 0.447 2.817  -0.31
C: 3.993 0.900 -3.391  -0.11
C: 3.622 0.257 -0.751  -0.30
Sr: 0.075 0.065 -0.438  1.26
H: 0.714 -3.455 4.834  0.10
C: 0.518 -3.469 2.702  0.00
H: -2.226 -2.106 2.059  0.10
C: -3.474 -0.476 1.548  -0.29
C: 1.947 3.639 0.063  -0.38
C: -4.509 0.363 2.001  -0.03
H: 0.463 -0.278 -3.614  0.04
F: -0.518 -5.447 1.080  0.02
H: -1.538 -1.697 -3.480  0.12
C: -0.107 -0.503 -4.513  -0.07
H: 2.139 2.568 0.045  0.07
N: -1.609 3.252 -0.286  -0.04
H: 3.713 4.103 -1.105  0.08
N: -2.779 1.691 -1.978  -0.03
B: -2.867 2.411 -0.608  -0.52
C: 0.139 -3.310 0.195  -0.18
S: 4.662 -0.927 1.593  1.09
N: -0.059 -1.402 1.679  -0.01
H: -2.303 -0.538 -6.199  0.08
F: 0.193 -5.074 -3.517  0.03
H: -2.515 5.151 -0.173  0.11
H: 0.064 6.002 0.190  0.09
C: -2.268 0.279 -3.523  -0.29
H: -3.872 -3.453 3.254  0.07
C: 0.156 -4.482 -2.291  -0.28
H: -4.655 -2.657 0.315  0.08
C: 3.650 -0.125 5.432  -0.10
H: 3.587 4.067 1.412  0.08
H: -5.288 0.141 2.710  0.09
C: 0.122 -1.540 4.062  -0.07
C: 3.956 -0.423 3.087  -0.48
H: 1.434 1.770 3.666  0.11
C: 2.731 0.952 -2.808  -0.17
H: -3.406 -3.834 0.772  0.08
C: 4.902 0.169 -1.311  -0.09
H: 5.144 -1.421 4.589  0.10
C: -3.373 1.008 -3.994  -0.03
H: 0.663 -2.598 -3.083  0.08
H: 6.079 0.431 -3.088  0.09
C: 5.092 0.484 -2.645  -0.12
H: 2.062 3.719 2.232  0.06
C: 2.633 4.259 -1.154  -0.06
C: -1.596 4.588 -0.131  -0.09
C: -4.089 -2.405 3.036  -0.08
C: -3.276 -1.942 1.834  -0.37

Output
- relative energy (zero: lowest compared OMol25 entry of this formula, charge and spin) (eV) = 0.473
- F_max (Eh/bohr) = 0.018
- Kohn-Sham gap (Eh) = 0.2658
- E (eV) = -73945.3936
- highest occupied orbital energy (eV) = -4.862
- charge = -1